# C54H126N4O11

A 11-piece molecular cluster, C54H126N4O11 overall (ωB97M-V with the def2-TZVPD basis set, OMol25).

As for the total charge: 0. As for the energy above the lowest of the compared OMol25 structures with the same formula, charge and spin: 83.4 kJ/mol. The HOMO energy comes out at -0.2992 Eh. Its SMILES is CC1(C)CCCC(C)(C)N1O.CC1(C)CCCC(C)(C)N1O.CC1(C)CCCC(C)(C)N1O.CC1(C)CCCC(C)(C)N1O.CC(C)O.CC(C)O.CC(C)O.CC(C)O.CC(C)O.CC(C)O.O. The value obtained for the HOMO-LUMO gap is 8.61 eV.

```
195
Properties=species:S:1:pos:R:3:forces:R:3
C -10.665 0.292 -8.858 -1.0 0.0 -1.2
C -11.070 0.264 -7.385 0.3 0.1 -0.3
C -12.492 -0.306 -7.241 0.2 -1.8 0.1
C -10.059 -0.653 -6.688 -0.2 -0.1 0.4
C -10.160 -0.574 -5.169 0.7 0.0 -0.4
C -9.876 0.859 -4.712 -1.5 -0.2 0.1
C -10.772 1.919 -5.436 0.4 0.4 0.6
C -12.124 2.054 -4.722 -0.8 -0.5 -1.0
C -10.049 3.275 -5.292 0.5 -1.1 -0.6
N -10.906 1.610 -6.860 1.3 0.3 -0.1
O -11.702 2.550 -7.553 -0.3 -0.4 0.6
H -11.495 0.681 -9.459 0.1 0.3 0.1
H -9.790 0.892 -9.105 0.1 0.1 0.4
H -10.513 -0.700 -9.295 0.1 -0.2 0.5
H -13.374 0.317 -7.364 0.3 0.4 -0.1
H -12.588 -1.148 -7.939 -0.1 0.4 -0.3
H -12.585 -0.871 -6.307 -0.1 0.6 0.3
H -10.208 -1.669 -7.063 -0.1 0.0 0.1
H -9.040 -0.395 -6.984 0.0 0.3 -0.1
H -11.130 -0.929 -4.819 -0.1 0.1 0.0
H -9.410 -1.238 -4.733 -0.1 0.0 0.1
H -8.817 1.111 -4.743 0.0 0.0 -0.3
H -10.203 0.896 -3.670 0.4 0.2 0.1
H -12.792 1.233 -5.012 0.2 -0.3 0.4
H -12.653 2.923 -5.123 0.2 0.3 0.4
H -12.055 2.109 -3.640 0.1 0.1 0.0
H -10.625 4.084 -5.732 -0.1 0.2 0.4
H -9.124 3.180 -5.866 0.0 0.2 0.0
H -9.759 3.383 -4.248 -0.3 0.5 0.1
H -12.588 2.415 -7.177 -0.1 0.2 -0.3
C -1.838 0.831 -13.912 0.7 0.4 -0.8
C -1.996 -0.173 -15.082 0.0 0.8 0.6
C -2.629 0.558 -16.268 -0.3 -0.1 0.1
C -0.621 -0.652 -15.520 0.7 -0.6 0.3
C -0.052 -1.694 -14.562 -0.3 0.2 -0.4
C -0.981 -2.901 -14.493 1.6 0.0 0.8
C -2.395 -2.534 -14.037 -0.4 -0.6 -0.8
C -3.293 -3.680 -14.513 -0.9 0.0 0.2
C -2.424 -2.435 -12.509 -0.2 1.7 -0.1
N -2.851 -1.306 -14.726 0.3 -0.9 -0.6
O -4.137 -0.921 -14.307 0.3 0.2 0.3
H -0.986 0.642 -13.255 -0.5 -0.6 0.4
H -1.505 1.784 -14.339 -0.5 0.2 -0.1
H -2.788 0.966 -13.402 0.2 0.2 0.3
H -2.779 -0.151 -17.083 0.1 0.1 -0.1
H -3.603 0.979 -16.015 0.0 0.0 0.1
H -1.975 1.370 -16.589 0.0 0.0 -0.1
H -0.646 -1.063 -16.533 -0.2 -0.1 0.0
H 0.116 0.156 -15.543 -0.5 0.4 -0.1
H 0.956 -1.964 -14.882 0.0 -0.2 0.0
H 0.051 -1.244 -13.570 0.0 -0.1 0.0
H -0.501 -3.547 -13.746 -0.5 -0.1 0.2
H -0.878 -3.520 -15.387 -0.7 0.4 -0.4
H -4.336 -3.605 -14.186 0.2 0.2 0.5
H -2.884 -4.618 -14.134 -0.1 -0.1 -0.2
H -3.437 -3.690 -15.595 0.7 -0.1 -0.1
H -1.850 -1.537 -12.240 0.4 -0.3 0.2
H -2.038 -3.303 -11.986 -0.1 -0.1 -0.1
H -3.419 -2.154 -12.150 -0.1 -0.6 0.0
H -4.031 -0.554 -13.409 -0.2 -0.1 -0.2
C 1.839 -0.656 -7.566 0.5 0.4 -0.7
C 0.332 -0.732 -7.436 -0.8 0.7 0.4
C -0.259 0.537 -6.750 0.4 -0.4 0.8
C -0.252 -0.796 -8.857 -0.1 -0.1 -0.7
C -1.713 -1.159 -8.835 -0.1 -0.7 -0.1
C -1.928 -2.503 -8.114 -0.4 1.1 -0.8
C -1.377 -2.516 -6.693 -1.1 -0.6 0.5
C -2.458 -1.871 -5.768 0.8 -0.3 -0.2
C -1.226 -3.989 -6.258 -0.2 0.4 0.6
N -0.041 -1.948 -6.666 1.1 0.1 -1.7
O 0.500 -1.855 -5.371 -0.5 0.2 0.6
H 2.448 -0.766 -6.670 -0.3 -0.1 0.2
H 2.188 -1.356 -8.330 0.0 -0.3 0.2
H 2.099 0.325 -7.974 0.0 0.0 0.1
H 0.224 0.764 -5.795 0.4 -0.1 -0.2
H -0.198 1.431 -7.370 -0.2 0.0 -0.1
H -1.270 0.319 -6.412 -0.2 0.3 -0.5
H -0.167 0.130 -9.440 0.3 0.4 0.7
H 0.311 -1.480 -9.502 -0.1 -0.5 0.4
H -2.305 -0.374 -8.357 0.1 0.0 0.2
H -2.128 -1.238 -9.844 0.2 0.0 -0.1
H -1.539 -3.339 -8.699 0.2 0.1 -0.1
H -3.019 -2.567 -8.135 0.0 -0.7 0.5
H -2.069 -1.846 -4.749 -0.2 0.1 0.1
H -3.322 -2.526 -5.840 -0.1 0.1 0.3
H -2.759 -0.869 -6.071 0.0 0.0 -0.1
H -0.837 -3.981 -5.237 0.3 -0.2 -0.1
H -0.568 -4.523 -6.940 0.1 0.0 0.1
H -2.181 -4.512 -6.185 -0.1 0.1 -0.3
H 1.375 -2.253 -5.424 -0.1 -0.2 -0.1
C -4.435 1.295 -7.326 -0.2 -0.4 0.7
C -5.381 2.420 -7.782 1.0 0.5 0.2
C -6.656 2.498 -6.935 -0.1 -0.6 -0.1
C -4.690 3.785 -7.513 -0.8 0.7 -0.7
C -3.591 4.095 -8.493 0.8 -0.5 0.8
C -4.166 4.078 -9.890 1.0 0.4 0.3
C -4.776 2.721 -10.285 0.0 0.8 -0.3
C -5.621 2.978 -11.551 0.2 -0.7 0.8
C -3.662 1.742 -10.624 0.6 -0.9 0.8
N -5.677 2.311 -9.218 -0.9 1.4 0.8
O -6.506 1.201 -9.498 0.5 -0.2 0.0
H -4.541 1.062 -6.260 -0.3 0.1 0.0
H -4.651 0.377 -7.875 0.1 0.0 0.0
H -3.380 1.561 -7.410 0.0 0.0 -0.4
H -7.340 1.653 -7.056 0.1 -0.1 0.0
H -6.341 2.511 -5.890 -0.1 0.0 0.0
H -7.222 3.409 -7.129 0.1 0.0 -0.2
H -5.445 4.560 -7.712 -0.2 -0.1 0.2
H -4.423 3.931 -6.465 0.2 -0.5 0.0
H -3.060 5.025 -8.272 -0.4 0.2 0.0
H -2.782 3.360 -8.376 -0.1 -0.1 -0.3
H -3.308 4.374 -10.505 -0.3 -0.4 -0.6
H -4.866 4.914 -9.988 -0.4 -0.3 0.0
H -5.002 3.369 -12.356 0.0 0.0 -0.1
H -6.400 3.690 -11.280 -0.1 0.0 -0.2
H -6.055 2.012 -11.810 -0.2 0.2 -0.4
H -2.936 2.215 -11.286 -0.3 -0.4 -0.6
H -4.064 0.770 -10.934 -0.1 0.3 -0.8
H -3.040 1.389 -9.791 -0.2 0.6 0.4
H -7.392 1.552 -9.344 0.0 -0.1 -0.2
C -5.929 -3.560 -5.160 -0.1 0.1 0.1
C -7.074 -3.082 -6.055 1.4 0.6 -0.2
C -6.622 -1.977 -7.001 0.2 0.2 -0.1
O -7.533 -4.134 -6.885 -0.6 0.0 0.2
H -5.563 -2.731 -4.550 -0.1 -0.1 0.2
H -5.058 -3.942 -5.694 -0.2 -0.1 -0.3
H -6.308 -4.353 -4.511 0.2 0.0 0.2
H -7.795 -2.629 -5.364 -0.6 -0.5 -0.3
H -7.386 -1.743 -7.742 -0.1 -0.1 0.0
H -5.721 -2.268 -7.546 0.0 -0.1 0.0
H -6.389 -1.047 -6.478 0.0 -0.1 0.2
H -7.877 -4.848 -6.338 0.1 0.0 0.0
C -7.312 7.165 -6.662 -0.2 0.2 -0.5
C -7.427 8.612 -7.158 1.1 -0.4 -0.4
C -8.831 8.999 -7.551 0.4 0.3 -0.2
O -6.907 9.481 -6.151 -0.6 0.3 0.3
H -6.278 6.999 -6.356 -0.2 -0.1 0.5
H -7.521 6.387 -7.402 -0.1 0.3 -0.3
H -8.059 7.032 -5.878 0.4 -0.1 0.4
H -6.763 8.757 -8.023 -0.2 -0.2 -0.2
H -9.516 8.725 -6.750 -0.3 0.1 -0.2
H -9.057 8.517 -8.503 -0.3 -0.4 0.3
H -8.901 10.060 -7.795 0.0 0.1 0.4
H -5.955 9.367 -6.103 0.0 -0.1 0.0
C -6.495 1.807 -15.115 0.6 0.2 0.0
C -7.882 1.199 -15.082 -0.1 0.1 0.3
C -8.254 0.734 -13.671 0.4 0.1 0.0
O -8.791 2.160 -15.608 -0.1 0.0 0.1
H -6.231 2.293 -16.056 -0.4 -0.1 -0.2
H -5.732 1.037 -14.971 -0.1 -0.1 0.2
H -6.358 2.570 -14.347 -0.2 -0.1 0.1
H -7.888 0.299 -15.710 0.0 0.1 -0.1
H -9.222 0.233 -13.613 0.1 -0.3 -0.2
H -8.292 1.514 -12.907 0.2 0.3 -0.3
H -7.438 0.063 -13.386 -0.3 -0.3 0.2
H -9.684 1.848 -15.426 0.0 0.1 -0.1
C -3.610 9.359 -8.888 -0.6 -0.2 0.3
C -3.925 8.190 -9.828 0.2 0.9 0.1
C -5.098 8.553 -10.712 -0.6 0.6 -0.9
O -2.781 7.903 -10.635 -0.1 -0.3 0.0
H -2.802 9.233 -8.169 0.2 -0.4 -0.3
H -4.503 9.536 -8.282 0.0 0.3 -0.1
H -3.399 10.245 -9.492 -0.1 0.1 0.1
H -4.154 7.285 -9.262 0.1 -0.1 0.0
H -4.902 9.405 -11.376 0.6 0.0 0.2
H -5.976 8.927 -10.179 0.0 -0.6 0.3
H -5.372 7.762 -11.412 -0.1 -0.3 0.3
H -2.409 8.749 -10.908 0.1 -0.1 0.0
C 2.222 2.948 -9.212 0.2 0.3 0.3
C 1.305 3.769 -10.066 -1.2 0.0 -1.2
C 0.266 2.921 -10.794 -0.3 -0.4 0.0
O 0.521 4.632 -9.243 0.0 0.1 0.4
H 1.577 2.362 -8.556 0.2 -0.1 0.1
H 2.830 3.626 -8.605 0.1 -0.2 0.1
H 2.897 2.283 -9.749 -0.1 0.0 -0.2
H 1.743 4.382 -10.863 0.7 0.0 0.4
H -0.366 2.434 -10.046 0.0 -0.1 -0.1
H 0.695 2.160 -11.452 0.3 0.0 0.2
H -0.398 3.503 -11.436 0.1 0.3 0.2
H 0.986 4.898 -8.440 0.2 -0.1 -0.1
C -1.833 1.993 -3.577 0.6 0.1 -0.2
C -2.798 2.985 -4.186 -0.1 0.5 0.2
C -4.215 2.820 -3.649 0.3 -0.7 0.4
O -2.369 4.309 -3.818 0.3 -0.2 -0.1
H -1.962 0.990 -3.991 -0.5 -0.1 0.3
H -1.893 2.029 -2.489 -0.2 -0.3 0.0
H -0.790 2.207 -3.828 -0.1 0.4 -0.1
H -2.750 2.907 -5.277 -0.2 -0.1 -0.1
H -4.562 1.783 -3.691 -0.1 0.1 -0.5
H -4.920 3.504 -4.122 -0.1 -0.1 0.0
H -4.180 3.007 -2.572 0.0 0.4 -0.1
H -3.108 4.905 -3.975 0.1 0.1 0.0
O -0.969 6.841 -8.730 -0.3 -0.2 -0.1
H -1.720 6.999 -9.331 0.5 0.1 0.1
H -0.527 6.056 -9.099 -0.2 0.3 0.0
```
Forces are in eV/Å.

***

# C3H11N2

A 2-piece molecular cluster, C3H11N2 overall (ωB97M-V with the def2-TZVPD basis set, OMol25).

As for the total charge: +1. As for the energy above the lowest of the compared OMol25 structures with the same formula, charge and spin: 89.0 kJ/mol. The HOMO energy comes out at -0.5507 Eh. The value obtained for the HOMO-LUMO gap is 11.02 eV.

```
16
Properties=species:S:1:pos:R:3:forces:R:3
C -1.566 1.701 -0.154 0.2 -0.1 -0.2
N -0.077 1.696 -0.266 -0.4 -0.2 -0.2
H -1.931 2.644 0.230 -0.1 0.1 0.0
H -1.883 0.904 0.517 0.0 0.0 0.0
H -2.007 1.528 -1.136 0.0 0.0 0.1
H 0.199 1.941 -1.211 0.0 0.1 0.0
H 0.325 2.408 0.328 0.1 0.0 0.2
C 0.585 -1.656 -0.968 -0.2 -0.2 0.0
C 0.771 -1.278 1.379 0.0 -0.1 0.2
N 0.506 -0.830 0.232 0.2 0.3 -0.4
H 1.247 -1.175 -1.683 0.1 0.0 0.0
H -0.408 -1.742 -1.410 0.0 0.1 0.0
H 0.954 -2.652 -0.732 0.0 0.0 0.0
H 1.055 -2.318 1.512 0.0 0.0 0.1
H 0.721 -0.622 2.238 0.0 0.1 0.0
H 0.308 0.302 0.044 -0.1 -0.2 0.1
```
Forces are in eV/Å.

***

Question: Which of these has the highest total charge?
Answer: C3H11N2